1.
Formula: CH5INO
Source: OMol25
Level of theory: ωB97M-V/def2-TZVPD

Last column: Mulliken charge in e.
Geometry (Å):
C  0.108  -0.364  0.503  -0.294
N  0.001  0.859  -0.339  -0.389
O  1.050  -1.209  0.047  -0.449
I  -2.012  -1.104  0.480  0.285
H  0.263  -0.099  2.048  0.431
H  0.344  0.601  -1.318  0.362
H  0.462  1.737  -0.174  0.338
H  -1.044  1.146  -0.425  0.338
H  0.828  -1.568  -0.822  0.380

As for the expectation value of S²: 2.01. The charge is +1. As for the spin multiplicity: 3. Its energy above the lowest of the compared OMol25 structures with the same formula, charge and spin is 1.872 eV. The HOMO energy (alpha / beta) is -10.890 / -14.846 eV.

=====

2.
Formula: CH5IOSi
Source: OMol25
Level of theory: ωB97M-V/def2-TZVPD

Last column: Mulliken charge in e.
Geometry (Å):
C  1.031  -0.926  -0.417  -0.277
O  -0.288  -0.063  0.533  -0.336
Si  -0.974  1.419  0.423  0.306
I  -0.712  2.098  -1.965  -0.166
H  1.850  -0.451  0.157  0.229
H  1.077  -0.535  -1.494  0.224
H  0.905  -2.035  -0.333  0.213
H  0.010  2.364  1.158  -0.079
H  -2.367  1.514  0.656  -0.114

As for the spin multiplicity: 1. Its energy above the lowest of the compared OMol25 structures with the same formula, charge and spin is 2.555 eV. The HOMO energy is -9.394 eV.

=====

3.
Formula: CH5IOSi
Source: OMol25
Level of theory: ωB97M-V/def2-TZVPD

Last column: Mulliken charge in e.
Geometry (Å):
C  -0.086  0.821  -0.608  -0.965
O  1.120  -1.214  1.241  -0.396
Si  -0.291  -0.648  0.804  0.416
I  -1.237  0.378  2.911  -0.136
H  -0.192  0.595  -1.665  0.333
H  -1.091  1.237  -0.304  0.255
H  0.729  1.357  -0.308  0.277
H  1.575  -1.787  0.601  0.321
H  -0.986  -1.848  0.465  -0.105

As for the SMILES: C[Si@@H](O)I. As for the spin multiplicity: 1. Its energy above the lowest of the compared OMol25 structures with the same formula, charge and spin is 0.609 eV. The HOMO energy is -9.656 eV.

=====

4.
Formula: CH5ISSi
Source: OMol25
Level of theory: ωB97M-V/def2-TZVPD

Last column: Mulliken charge in e.
Geometry (Å):
C  0.881  0.930  -0.404  -0.622
Si  2.017  0.054  0.600  0.332
S  -3.511  -1.646  -0.528  -0.276
I  -3.666  0.648  0.229  0.085
H  0.744  2.002  -0.347  0.267
H  0.609  0.521  -1.452  0.218
H  2.286  -1.294  0.752  -0.089
H  -2.099  -1.726  -0.521  0.181
H  2.739  0.510  1.670  -0.096

As for the SMILES: C=[SiH2].SI. As for the spin multiplicity: 1. Its energy above the lowest of the compared OMol25 structures with the same formula, charge and spin is 1.905 eV. The HOMO energy is -8.735 eV.

=====

5.
Formula: CH5ISi
Source: OMol25
Level of theory: ωB97M-V/def2-TZVPD

Last column: Mulliken charge in e.
Geometry (Å):
C  0.975  -0.667  0.078  -0.768
Si  -0.347  0.684  -0.024  0.431
I  2.968  0.031  -0.158  0.046
H  0.930  -1.294  0.958  0.357
H  0.779  -1.838  -1.036  0.229
H  -1.662  0.045  -0.020  -0.107
H  -0.154  1.487  1.191  -0.091
H  -0.124  1.501  -1.216  -0.097

As for the spin multiplicity: 1. Its energy above the lowest of the compared OMol25 structures with the same formula, charge and spin is 2.733 eV. The HOMO energy is -9.350 eV.

=====

6.
Formula: CH5N
Source: OMol25
Level of theory: ωB97M-V/def2-TZVPD

Last column: Mulliken charge in e.
Geometry (Å):
C  -0.534  0.011  -0.057  -0.732
H  -0.970  1.031  -0.275  0.288
H  -0.852  -0.504  -0.944  0.303
H  -1.134  -0.385  0.819  0.237
H  1.354  0.698  0.485  0.230
H  1.160  -0.898  0.189  0.238
N  0.977  0.047  -0.216  -0.564

As for the SMILES: CN. As for the spin multiplicity: 1. Its energy above the lowest of the compared OMol25 structures with the same formula, charge and spin is 0.437 eV. The HOMO energy is -9.970 eV.

=====

7.
Formula: CH5N
Source: OMol25
Level of theory: ωB97M-V/def2-TZVPD

Last column: Mulliken charge in e.
Geometry (Å):
C  -0.566  -0.058  -0.121  -0.707
H  -0.949  0.925  -0.758  0.224
H  -1.071  -0.825  -0.425  0.363
H  -1.042  -0.160  0.923  0.236
H  1.220  0.945  0.530  0.246
H  1.516  -0.749  0.141  0.243
N  0.892  -0.079  -0.290  -0.606

As for the spin multiplicity: 1. Its energy above the lowest of the compared OMol25 structures with the same formula, charge and spin is 2.443 eV. The HOMO energy is -9.492 eV.

=====

8.
Formula: CH5N2O
Source: OMol25
Level of theory: ωB97M-V/def2-TZVPD

Last column: Mulliken charge in e.
Geometry (Å):
C  0.110  0.878  0.077  -0.681
N  -0.602  -1.303  0.363  -0.250
N  -0.840  -0.100  0.044  0.561
O  -2.174  0.286  -0.468  -0.317
H  -0.085  1.541  0.961  0.316
H  -0.250  1.510  -0.764  0.339
H  1.210  0.649  -0.059  0.382
H  0.429  -1.423  0.225  0.359
H  -1.294  -1.940  0.227  0.290

As for the SMILES: C[N+](N)=O. The charge is +1. As for the spin multiplicity: 1. Its energy above the lowest of the compared OMol25 structures with the same formula, charge and spin is 5.729 eV. The HOMO energy (alpha / beta) is -17.123 / -17.035 eV.

=====

9.
Formula: CH5N2O
Source: OMol25
Level of theory: ωB97M-V/def2-TZVPD

Last column: Mulliken charge in e.
Geometry (Å):
C  0.553  -0.380  0.919  -0.030
N  0.410  1.497  -0.694  -0.178
N  -0.301  -1.273  0.713  -0.160
O  -0.502  1.093  -1.534  -0.238
H  1.339  -0.371  1.659  0.323
H  -0.048  2.066  0.032  0.316
H  -0.382  -2.152  1.242  0.277
H  -1.003  -1.155  -0.027  0.271
H  -0.065  0.675  -2.310  0.419

The charge is +1. As for the spin multiplicity: 1. Its energy above the lowest of the compared OMol25 structures with the same formula, charge and spin is 5.713 eV. The HOMO energy (alpha / beta) is -15.188 / -14.436 eV.

=====

10.
Formula: CH5N2O2S
Source: OMol25
Level of theory: ωB97M-V/def2-TZVPD

Last column: Mulliken charge in e.
Geometry (Å):
C  1.495  0.148  -0.590  -0.564
N  1.162  -1.136  0.052  -0.664
N  -1.660  -0.900  0.050  -0.556
O  -3.391  0.492  1.244  -0.558
O  -1.568  1.773  0.175  -0.548
S  -2.172  0.425  0.447  0.653
H  1.205  1.018  0.162  0.165
H  2.531  0.345  -0.965  0.235
H  0.719  0.170  -1.428  0.211
H  1.533  -1.125  0.962  0.202
H  0.147  -1.209  -0.107  0.425

The charge is -1. As for the spin multiplicity: 1. Its energy above the lowest of the compared OMol25 structures with the same formula, charge and spin is 0.203 eV. The HOMO energy is -4.308 eV.

=====

11.
Formula: CH5N2OP
Source: OMol25
Level of theory: ωB97M-V/def2-TZVPD

Last column: Mulliken charge in e.
Geometry (Å):
C  0.095  -1.042  0.345  -0.634
N  0.770  1.221  -0.338  -0.628
N  0.170  -0.059  -0.768  -0.088
O  -2.415  0.760  0.515  -0.419
P  -1.852  -0.328  -0.287  0.174
H  0.491  -2.021  0.029  0.281
H  0.298  -0.654  1.345  0.402
H  0.160  1.680  0.323  0.298
H  1.487  0.922  0.376  0.279
H  0.797  -0.478  -1.541  0.335

As for the expectation value of S²: 2.01. As for the spin multiplicity: 3. Its energy above the lowest of the compared OMol25 structures with the same formula, charge and spin is 0.441 eV. The HOMO energy (alpha / beta) is -4.887 / -9.872 eV.

=====

12.
Formula: CH5N2OS
Source: OMol25
Level of theory: ωB97M-V/def2-TZVPD

Last column: Mulliken charge in e.
Geometry (Å):
C  -0.404  -0.095  0.002  0.580
N  0.354  -1.328  0.161  -0.564
N  0.616  1.040  -0.123  -0.264
O  -1.237  0.030  -1.051  -0.377
S  -2.117  0.028  0.442  0.053
H  0.630  -1.580  1.105  0.263
H  -0.165  -2.040  -0.246  0.250
H  0.539  1.783  0.617  0.370
H  0.306  1.539  -0.952  0.350
H  1.479  0.624  0.045  0.338

As for the SMILES: N[C@@]1([NH3+])OS1. The charge is +1. As for the spin multiplicity: 1. Its energy above the lowest of the compared OMol25 structures with the same formula, charge and spin is 2.189 eV. The HOMO energy is -14.125 eV.

=====

13.
Formula: CH5N2S
Source: OMol25
Level of theory: ωB97M-V/def2-TZVPD

Last column: Mulliken charge in e.
Geometry (Å):
C  -0.648  0.484  -0.097  0.303
N  0.629  0.550  -0.293  -0.429
N  -1.186  -0.470  0.721  -0.332
S  2.375  -0.057  0.031  0.045
H  -1.445  1.043  -0.587  0.311
H  0.877  1.253  -0.935  0.343
H  -0.445  -1.117  1.057  0.256
H  2.039  -1.231  -0.693  0.238
H  -2.196  -0.454  0.796  0.265

As for the SMILES: [NH2+]=CNS. The charge is +1. As for the spin multiplicity: 1. Its energy above the lowest of the compared OMol25 structures with the same formula, charge and spin is 1.159 eV. The HOMO energy is -15.085 eV.

=====

14.
Formula: CH5N2S2
Source: OMol25
Level of theory: ωB97M-V/def2-TZVPD

Last column: Mulliken charge in e.
Geometry (Å):
C  0.064  0.500  -0.175  0.857
N  -0.068  -0.775  -0.419  -0.430
N  -1.056  1.198  -0.098  -0.427
S  2.772  -0.523  -0.015  -0.187
S  1.571  1.236  -0.026  -0.062
H  0.689  -1.552  -0.187  0.263
H  -0.967  -1.113  -0.257  0.235
H  -0.985  2.071  -0.622  0.267
H  3.887  0.184  -0.426  0.246
H  -1.942  0.783  -0.207  0.238

As for the SMILES: NC(=[NH2+])SS. The charge is +1. As for the spin multiplicity: 1. Its energy above the lowest of the compared OMol25 structures with the same formula, charge and spin is 0.644 eV. The HOMO energy is -13.944 eV.

=====

15.
Formula: CH5N2S2
Source: OMol25
Level of theory: ωB97M-V/def2-TZVPD

Last column: Mulliken charge in e.
Geometry (Å):
C  -1.019  0.925  0.316  0.174
N  -0.788  0.325  -0.786  -0.354
N  -0.509  0.738  1.523  -0.347
S  2.188  -1.107  -0.801  -0.084
S  0.121  -0.958  -1.285  0.155
H  -1.635  1.711  0.272  0.398
H  -1.000  1.094  2.341  0.277
H  -0.011  -0.112  1.684  0.209
H  2.257  -2.436  -0.770  0.249
H  0.395  -0.180  -2.494  0.324

The charge is +1. As for the spin multiplicity: 1. Its energy above the lowest of the compared OMol25 structures with the same formula, charge and spin is 2.352 eV. The HOMO energy is -14.655 eV.

=====

16.
Formula: CH5N3
Source: OMol25
Level of theory: ωB97M-V/def2-TZVPD

Last column: Mulliken charge in e.
Geometry (Å):
C  0.871  0.371  0.042  0.133
H  -1.817  0.649  -0.747  0.251
H  -1.748  0.489  0.898  0.267
H  -0.123  -1.387  -0.130  0.178
H  0.710  1.531  -0.074  0.259
H  1.909  -1.113  -0.022  0.205
N  -1.621  -0.072  -0.025  -0.695
N  -0.288  -0.407  0.059  -0.031
N  2.108  -0.062  -0.001  -0.567

As for the SMILES: [H]/N=C\NN. As for the spin multiplicity: 1. Its energy above the lowest of the compared OMol25 structures with the same formula, charge and spin is 2.484 eV. The HOMO energy is -9.166 eV.

=====

17.
Formula: CH5N3O
Source: OMol25
Level of theory: ωB97M-V/def2-TZVPD

Last column: Mulliken charge in e.
Geometry (Å):
C  0.007  0.681  -0.150  0.074
H  -1.580  -0.929  -0.839  0.250
H  -2.762  -0.515  0.085  0.299
H  0.567  1.627  -0.436  0.360
H  0.575  -1.140  0.323  0.310
H  1.788  -0.009  1.089  0.334
N  -1.770  -0.616  0.187  -0.569
N  -1.309  0.736  0.113  -0.342
N  0.839  -0.484  -0.375  -0.347
O  2.131  -0.071  0.151  -0.369

As for the SMILES: N/N=C\NO. As for the spin multiplicity: 1. Its energy above the lowest of the compared OMol25 structures with the same formula, charge and spin is 3.602 eV. The HOMO energy is -9.366 eV.

=====

18.
Formula: CH5N3O
Source: OMol25
Level of theory: ωB97M-V/def2-TZVPD

Last column: Mulliken charge in e.
Geometry (Å):
C  0.060  -0.633  0.644  -0.110
H  1.281  1.171  -0.306  0.255
H  0.737  2.309  1.244  0.282
H  -0.226  -1.440  1.193  0.466
H  0.056  0.291  -1.031  0.353
H  -1.840  -1.237  -1.435  0.324
N  0.574  1.521  0.534  -0.502
N  0.184  0.482  1.366  -0.338
N  0.106  -0.836  -0.789  -0.358
O  -0.932  -1.628  -1.418  -0.371

As for the SMILES: N/N=C\NO. As for the spin multiplicity: 1. Its energy above the lowest of the compared OMol25 structures with the same formula, charge and spin is 4.501 eV. The HOMO energy is -8.619 eV.

=====

19.
Formula: CH5N3O
Source: OMol25
Level of theory: ωB97M-V/def2-TZVPD

Last column: Mulliken charge in e.
Geometry (Å):
C  0.369  0.224  0.087  0.444
H  1.242  0.769  -1.542  0.228
H  -0.281  0.170  -1.790  0.205
H  1.096  0.616  1.776  0.201
H  -1.170  0.087  1.549  0.263
H  -0.643  -1.732  0.057  0.343
N  0.488  0.257  -1.208  -0.327
N  1.319  0.658  0.743  -0.693
N  -1.035  0.098  0.502  -0.242
O  -1.385  -1.147  -0.175  -0.421

As for the SMILES: [H]/N=C(/N)NO. As for the spin multiplicity: 1. Its energy above the lowest of the compared OMol25 structures with the same formula, charge and spin is 2.175 eV. The HOMO energy is -9.426 eV.

=====

20.
Formula: CH5N3O
Source: OMol25
Level of theory: ωB97M-V/def2-TZVPD

Last column: Mulliken charge in e.
Geometry (Å):
C  0.570  -0.107  0.448  -0.471
N  0.195  1.468  -1.237  -0.798
N  -0.004  -1.132  1.193  -0.518
N  -0.215  0.399  -0.736  0.886
O  -1.265  -0.238  -0.972  -0.589
H  0.649  0.795  0.883  0.359
H  1.505  -0.420  0.012  0.329
H  -0.356  1.985  -1.891  0.249
H  -0.200  -1.934  0.616  0.275
H  -0.880  -0.816  1.686  0.279

As for the SMILES: [H]/N=[N+](\[O-])CN. As for the spin multiplicity: 1. Its energy above the lowest of the compared OMol25 structures with the same formula, charge and spin is 2.697 eV. The HOMO energy is -10.083 eV.